# 1
{
  "formula": "C4H10N2O5PS2",
  "method": "ωB97M-V/def2-TZVPD",
  "smiles": "[H]/N=C(\\C)CS(=O)(=O)N=[S@@](=O)([O-])P(C)O",
  "e_tot_ev": -48483.010,
  "total_charge": -1,
  "e_lumo_ev": 3.11,
  "orbital_gap_ev": 8.68,
  "symbols": ["C", "C", "N", "C", "S", "O", "O", "N", "S", "O", "O", "P", "C", "O", "H", "H", "H", "H", "H", "H", "H", "H", "H", "H"],
  "coordinates": [[-0.237, -3.139, -0.408], [-0.640, -1.657, -1.001], [-1.981, -1.330, -1.051], [0.435, -0.520, -1.486], [1.726, -0.038, -0.219], [3.013, -0.880, -0.587], [2.174, 1.453, -0.459], [1.368, -0.426, 1.428], [-0.025, 0.343, 2.088], [-1.385, -0.411, 1.852], [0.157, 0.301, 3.657], [-0.340, 2.399, 1.591], [-0.990, 2.432, -0.247], [1.174, 3.325, 1.700], [-0.162, -3.001, 0.768], [-1.088, -3.900, -0.729], [0.791, -3.470, -0.874], [-2.586, -2.116, -0.724], [-0.140, 0.413, -1.961], [1.022, -1.002, -2.408], [-1.633, 1.445, -0.440], [-1.719, 3.344, -0.306], [-0.128, 2.547, -1.031], [1.195, 3.888, 0.846]],
  "lowdin_charge": [-0.078, -0.353, 0.059, -0.223, 0.641, -0.462, -0.461, -0.373, 0.428, -0.482, -0.487, 0.820, -0.334, -0.401, 0.096, 0.081, 0.083, 0.036, 0.101, 0.122, 0.051, 0.037, 0.036, 0.064]
}

=====

# 2
{
  "formula": "C4H10N2OS",
  "method": "ωB97M-V/def2-TZVPD",
  "e_tot_ev": -20169.875,
  "e_lumo_ev": -1.37,
  "orbital_gap_ev": 7.88,
  "de_lowest_kcal_mol": 93.4,
  "symbols": ["O", "C", "N", "C", "C", "S", "C", "N", "H", "H", "H", "H", "H", "H", "H", "H", "H", "H"],
  "coordinates": [[-2.023, 0.186, -0.821], [-1.162, 0.227, 0.029], [-0.642, -0.882, 0.687], [0.759, -1.040, 0.925], [1.547, -1.373, -0.324], [0.754, -2.982, -0.886], [-0.528, 1.564, 0.309], [-1.506, 2.575, 0.017], [-1.029, -1.737, 0.276], [1.058, -1.743, 1.700], [1.237, -0.103, 1.428], [2.555, -1.780, -0.141], [1.588, -0.428, -0.967], [0.175, -1.768, -2.388], [0.289, 1.711, -0.414], [-0.194, 1.662, 1.373], [-1.693, 2.390, -0.988], [-1.185, 3.518, 0.183]],
  "lowdin_charge": [0.063, -0.489, 0.023, -0.369, -0.578, 0.589, -0.239, -0.014, 0.075, 0.104, 0.141, 0.047, 0.090, 0.154, 0.119, 0.129, 0.088, 0.068]
}